Below is an isolated molecule of C3H6FN3 in a non-equilibrium geometry, with properties calculated with ωB97M-V/def2-TZVPD.

CARTESIAN COORDINATES (ANGSTROEM)
N -1.9002 0.4703 -0.2192
N -0.7342 0.1381 0.4002
C 0.3516 1.1017 0.1654
C 1.5227 0.1321 -0.0197
F 2.8177 0.5800 -0.0804
C 1.1843 -1.1585 -0.0999
N -0.2876 -1.2392 -0.0288
H -1.9533 0.1008 -1.1831
H -2.8538 0.2489 0.2230
H 0.3642 1.8831 1.0145
H 0.3112 1.8405 -0.7014
H 1.7828 -2.0647 -0.1485
H -0.6052 -2.0330 0.6781

Atomic forces in eV per Å
-2.90 0.25 -1.25
-0.04 -1.51 0.51
1.06 1.07 0.15
0.79 -0.02 0.65
-1.14 -0.13 -0.07
-1.94 1.21 0.59
0.75 -1.20 1.08
0.26 0.30 0.55
2.57 0.08 -0.11
0.52 -1.63 -0.70
-0.60 -1.43 0.24
-0.13 0.41 -0.19
0.82 2.61 -1.45

Properties
**Kohn-Sham gap**: 9.0378 eV
**Electronic energy**: -381.91837 hartree
**Structure (SMILES)**: NN1CC(F)=CN1


Below is a structure of composition C20H29F6N6O4PdS4, with properties calculated with ωB97M-V/def2-TZVPD.

CARTESIAN COORDINATES (ANGSTROEM)
Pd -0.0763 1.2002 -0.3227
C 5.2533 0.9933 0.7631
N 4.1780 1.2774 1.6831
C 4.1652 1.0029 3.0382
C 2.9515 1.3400 3.5004
N 2.2187 1.8334 2.4288
C 2.9827 1.8033 1.2777
S 2.6019 2.2109 -0.2860
C 0.8611 2.2522 2.5498
C -0.0189 1.4383 3.2534
C -1.3366 1.8495 3.3428
C -1.7132 3.0187 2.6990
C -0.7432 3.7503 2.0324
N 0.5417 3.3990 1.9845
H 6.0686 0.5323 1.3177
H 5.5954 1.9132 0.2889
H 4.9044 0.3218 -0.0208
H 5.0212 0.5958 3.5450
H 2.5281 1.2969 4.4874
H 0.3226 0.4903 3.6469
H -2.0647 1.2439 3.8675
H -2.7413 3.3525 2.6859
H -0.9983 4.6610 1.5048
F -4.1049 2.0856 -3.7039
C -4.3094 1.6704 -2.4567
F -4.9645 2.6293 -1.7951
F -5.1075 0.5931 -2.5200
S -2.7491 1.1829 -1.5910
O -3.2982 0.6119 -0.3941
O -2.1213 0.3345 -2.5687
N -2.0235 2.5446 -1.2288
S -0.9455 3.3945 -2.0522
O -0.1799 2.6645 -3.0172
O -0.3214 4.3006 -1.1381
C -1.9353 4.5565 -3.0967
F -2.4366 3.9613 -4.1773
F -1.1314 5.5393 -3.5168
F -2.9427 5.1108 -2.4133
C 1.6690 -3.9641 -3.4748
C 2.2277 -3.3234 -2.2096
C 2.2716 -1.8001 -2.2662
C 0.9117 -1.1390 -2.4852
N -0.1763 -1.7184 -1.7003
C -0.3921 -1.3539 -0.3947
S 0.8270 -0.7543 0.6099
N -1.6179 -1.7535 0.0842
C -2.0670 -1.3585 1.4103
C -1.6041 -2.2689 2.5438
C -1.9322 -3.7524 2.3588
C -0.9112 -4.5104 1.5133
H 1.7054 -5.0544 -3.4244
H 2.2348 -3.6509 -4.3569
H 0.6276 -3.6783 -3.6310
H 3.2392 -3.6990 -2.0259
H 1.6222 -3.6263 -1.3512
H 2.9215 -1.4771 -3.0880
H 2.7069 -1.4134 -1.3450
H 0.6081 -1.2490 -3.5275
H 0.9832 -0.0631 -2.2830
H -1.0381 -1.7372 -2.2269
H -2.3497 -1.6824 -0.6083
H -3.1581 -1.3721 1.3719
H -1.7658 -0.3234 1.5970
H -2.0955 -1.8984 3.4508
H -0.5299 -2.1494 2.6963
H -2.9296 -3.8528 1.9157
H -1.9889 -4.2270 3.3436
H -0.8847 -4.1343 0.4915
H -1.1376 -5.5790 1.4833
H 0.0918 -4.3923 1.9306

Atomic forces in eV per Å
0.08 0.05 0.23
0.03 0.04 0.02
0.04 0.02 0.01
0.01 -0.06 -0.04
-0.11 0.00 -0.02
0.08 0.09 0.04
-0.13 -0.04 0.01
-0.14 0.11 0.06
0.11 -0.03 -0.14
-0.03 0.01 0.01
0.09 0.01 -0.01
0.01 0.01 -0.03
0.03 0.07 -0.02
-0.09 -0.09 0.03
0.00 0.00 0.00
0.00 -0.01 -0.01
-0.02 -0.01 0.00
0.00 -0.01 0.01
0.06 0.00 0.00
-0.07 0.00 0.00
0.00 -0.02 -0.02
-0.01 -0.01 0.02
0.00 -0.01 -0.01
0.02 0.02 -0.05
-0.05 0.00 0.07
0.00 0.03 0.00
-0.02 0.00 0.02
0.03 0.22 -0.17
0.00 -0.04 0.05
-0.04 -0.07 0.00
0.10 -0.12 -0.05
-0.01 -0.17 0.06
0.00 0.02 -0.06
-0.02 0.03 -0.03
0.00 0.01 0.01
-0.03 0.00 -0.06
0.03 0.05 0.01
-0.04 -0.02 0.02
-0.01 0.00 -0.02
0.00 -0.01 0.01
0.02 0.01 -0.02
-0.04 0.03 -0.01
0.04 -0.06 -0.04
-0.04 0.15 0.03
0.09 -0.21 0.07
0.02 -0.03 0.00
-0.06 0.00 -0.04
-0.01 0.00 0.00
0.00 -0.01 0.01
0.02 -0.01 -0.01
0.01 0.00 0.01
0.00 0.00 0.01
0.00 0.00 0.00
0.00 0.00 0.00
0.00 0.01 0.00
0.00 -0.01 0.00
-0.01 -0.01 0.00
0.01 0.00 0.00
0.00 0.00 0.01
-0.01 -0.01 0.00
0.00 0.02 0.00
0.01 0.01 0.00
0.02 0.02 0.03
0.01 -0.01 0.01
0.03 0.01 -0.01
0.01 0.00 -0.01
0.00 0.00 0.00
0.00 0.01 0.01
-0.01 0.01 0.00
0.00 0.00 0.01

Properties
**Kohn-Sham gap**: 6.1557 eV
**Total charge**: -1
**Electronic energy**: -3728.93483 hartree


Below is a structure of composition C25H36NOP3Sr in a non-equilibrium geometry, with properties calculated with ωB97M-V/def2-TZVPD.

CARTESIAN COORDINATES (ANGSTROEM)
Sr 1.0113 -0.4017 -1.9830
H 3.4419 -0.8318 -3.2597
H 3.1787 -1.5401 -3.2316
P 2.5194 2.2780 -2.3270
P 0.5458 -3.4166 -2.3207
C 0.4777 -4.4692 -0.8211
H -0.1844 -5.3257 -1.0252
H 1.4830 -4.8184 -0.5575
H 0.0793 -3.8902 0.0192
C -1.2832 -3.3787 -2.6172
H -1.4882 -2.8669 -3.5718
H -1.6225 -4.4295 -2.6609
H -1.7896 -2.8391 -1.7992
C 1.0008 -4.6894 -3.5656
H 2.0295 -5.0417 -3.3975
H 0.3049 -5.5397 -3.4953
H 0.9500 -4.2638 -4.5793
C 0.9634 3.2646 -2.5638
H 1.2466 4.3289 -2.4687
H 0.5499 3.0678 -3.5700
H 0.2272 2.9653 -1.7945
C 3.1972 3.2922 -0.9497
H 4.1856 2.9060 -0.6631
H 3.2856 4.3393 -1.2746
H 2.5324 3.2184 -0.0775
C 3.4788 2.9433 -3.7513
H 3.0199 2.6088 -4.6944
H 3.4926 4.0397 -3.7251
H 4.5115 2.5626 -3.7183
C 2.8011 -1.7034 -0.1897
O 3.5866 -1.9803 0.6058
H 0.3765 -0.1452 -4.3881
N -0.5411 0.6094 -0.6132
P -0.9590 0.5689 0.8940
C 0.0361 1.5737 2.0613
C -0.4867 2.6740 2.7619
C 0.3543 3.4794 3.5324
C 1.7132 3.1704 3.6510
C 2.2381 2.0600 2.9663
C 1.4081 1.2740 2.1621
C -2.6432 1.1365 1.2568
C -3.4220 0.6944 2.3389
C -4.6501 1.3186 2.5985
C -5.0753 2.3719 1.7716
C -4.3327 2.7515 0.6414
C -3.1377 2.0844 0.3509
C -1.0270 -1.0871 1.6560
C -2.0647 -1.9142 1.2078
C -2.1776 -3.2351 1.6572
C -1.2351 -3.7291 2.5818
C -0.2076 -2.9035 3.0409
C -0.1097 -1.5763 2.5998
H -1.5659 2.8680 2.7296
H -0.0689 4.3319 4.0641
H 2.3562 3.7640 4.3035
H 3.2885 1.7798 3.0866
H 1.8175 0.3912 1.6395
H -3.0869 -0.1300 2.9752
H -5.2586 0.9870 3.4446
H -6.0035 2.8972 2.0076
H -4.6702 3.5590 -0.0118
H -2.5703 2.2831 -0.5633
H -2.8327 -1.5031 0.5379
H -3.0141 -3.8518 1.3242
H -1.3402 -4.7492 2.9654
H 0.5146 -3.2779 3.7772
H 0.6449 -0.9147 3.0189

Atomic forces in eV per Å
-0.57 0.44 -1.26
-0.08 -0.37 0.00
0.20 0.31 -0.05
-0.42 0.99 -0.13
-0.76 -0.72 -0.07
0.17 -0.08 0.04
0.27 0.18 0.23
-0.20 -0.05 0.01
0.02 -0.11 -0.08
0.17 0.15 -0.22
-0.01 -0.18 0.38
-0.06 0.49 0.03
0.16 -0.21 -0.32
0.21 0.04 -0.25
-0.31 0.08 -0.04
0.24 0.21 -0.02
-0.01 -0.11 0.34
0.05 -0.25 -0.12
-0.31 -0.38 -0.05
0.11 0.05 0.51
0.29 0.20 -0.37
0.32 -0.24 0.08
-0.20 0.22 0.00
-0.01 -0.26 0.20
0.14 0.04 -0.23
0.23 -0.32 -0.10
0.12 0.06 0.34
0.01 -0.19 0.00
-0.29 0.18 -0.05
2.65 -0.78 2.72
-2.44 0.72 -2.45
0.26 -0.15 0.59
-0.20 -0.01 1.90
0.16 -0.07 -1.44
0.32 0.10 0.08
0.12 -0.36 -0.09
0.16 -0.19 0.04
-0.13 -0.32 -0.21
-0.18 -0.02 0.11
-0.06 0.30 0.21
-0.48 -0.06 -0.33
-0.25 0.58 -0.07
0.29 0.11 -0.39
0.12 0.00 -0.02
0.03 -0.39 0.25
-0.32 0.17 0.50
0.27 -0.34 0.39
-0.16 -0.57 0.00
0.41 0.38 0.37
-0.31 0.09 -0.25
0.03 0.05 0.10
-0.47 -0.36 -0.27
0.53 0.05 -0.07
0.17 -0.20 -0.10
-0.17 -0.13 -0.27
-0.32 0.20 -0.05
-0.21 0.65 0.21
-0.01 0.41 -0.17
0.17 0.18 -0.32
0.25 -0.18 -0.10
-0.04 -0.31 0.22
-0.07 0.05 0.40
0.45 -0.21 0.18
0.29 0.11 0.10
0.12 0.38 -0.18
-0.36 0.12 -0.31
-0.11 -0.23 -0.10

Properties
**Kohn-Sham gap**: 6.1696 eV
**Electronic energy**: -2158.90821 hartree


Below is an isolated molecule of C6H12O, with properties calculated with ωB97M-V/def2-TZVPD.

CARTESIAN COORDINATES (ANGSTROEM)
C -1.3845 -0.7343 -1.3686
C -1.5784 -0.4602 0.1099
C -0.6397 0.6256 0.5967
C 0.3566 1.4430 -0.1949
C 0.8441 0.3832 0.7537
C 1.5805 -0.8104 0.1255
O 1.2958 0.7401 2.0332
H -1.5152 0.2431 -1.8483
H -2.0938 -1.4616 -1.7746
H -0.3716 -1.0867 -1.5885
H -2.6206 -0.1585 0.2752
H -1.4185 -1.3383 0.7500
H -1.0762 1.2287 1.3908
H 0.4598 2.4802 0.1053
H 0.5070 1.2486 -1.2545
H 1.9085 -0.5959 -0.9003
H 0.9860 -1.7291 0.0934
H 2.4837 -1.0400 0.7031
H 2.2306 0.9728 1.9855

Atomic forces in eV per Å
0.00 0.08 -0.13
0.02 -0.01 -0.03
0.18 -0.21 0.38
0.09 0.23 -0.14
-0.33 -0.10 -0.23
-0.10 -0.03 0.08
0.30 0.20 0.09
-0.05 -0.39 -0.36
0.05 0.17 0.06
-0.20 0.05 -0.04
0.21 0.05 0.00
-0.04 -0.02 -0.25
0.33 -0.27 0.15
-0.05 -0.07 -0.07
-0.02 0.05 0.17
-0.16 0.00 0.23
0.02 0.11 0.13
-0.21 0.12 0.01
-0.04 0.02 -0.03

Properties
**Kohn-Sham gap**: 10.3608 eV
**Electronic energy**: -311.00950 hartree
**Structure (SMILES)**: CC[C@@H]1C[C@@]1(C)O


Below is a cluster of 5 separate species, C5H15N5O10 in total in a non-equilibrium geometry, with properties calculated with ωB97M-V/def2-TZVPD.

CARTESIAN COORDINATES (ANGSTROEM)
C 8.4871 -19.8628 -0.6230
N 9.3614 -19.4298 -1.6922
O 10.4368 -19.0169 -1.3073
O 9.0297 -19.6362 -2.8736
H 8.1613 -19.0666 0.0462
H 8.9090 -20.6405 0.0136
H 7.6031 -20.3062 -1.0813
C 3.9590 -21.8848 3.3185
N 3.7186 -20.4454 3.6477
O 4.3436 -19.9404 4.5835
O 2.8550 -19.9098 3.0523
H 4.3616 -22.0495 2.3190
H 3.0855 -22.5122 3.4964
H 4.6973 -22.2145 4.0494
C -0.1746 -19.1138 -1.9418
N 0.9141 -19.1170 -2.9412
O 2.0809 -19.1561 -2.4987
O 0.6338 -19.0074 -4.1473
H 0.1918 -18.5219 -1.1030
H -0.3599 -20.1563 -1.6829
H -1.0678 -18.5761 -2.2599
C 14.2681 -17.7942 -5.5046
N 15.1838 -16.5453 -5.4817
O 14.6711 -15.6162 -4.9329
O 16.3052 -16.6482 -5.9965
H 13.5204 -17.6239 -4.7299
H 14.8773 -18.6473 -5.2060
H 13.9484 -18.0229 -6.5212
C 9.0118 -16.3801 5.6662
N 9.3756 -17.7512 5.2562
O 9.7595 -17.8393 4.0878
O 9.0153 -18.6610 5.9490
H 8.5289 -15.9520 4.7878
H 9.9033 -15.8343 5.9751
H 8.3970 -16.6397 6.5280

Atomic forces in eV per Å
-2.40 -0.95 0.72
0.89 -0.84 -1.20
-0.01 0.42 -0.68
0.46 0.66 1.95
0.40 0.31 -0.38
0.67 0.22 -0.37
0.02 0.20 -0.05
1.23 -0.87 1.00
1.19 -0.98 1.98
-0.15 -0.67 -0.95
-1.76 1.35 -1.59
-0.30 0.50 0.01
-0.31 0.63 -0.25
0.10 0.04 -0.19
-0.13 0.48 0.66
1.79 0.96 -1.64
-2.26 -0.21 -0.75
0.29 -0.43 2.19
0.23 -0.54 0.13
-0.10 0.23 0.10
0.17 -0.49 -0.70
1.24 -0.16 0.40
0.04 -2.68 -0.98
0.60 1.38 0.16
-1.62 0.67 0.84
-0.19 0.06 -0.63
0.20 0.18 0.04
-0.28 0.56 0.17
0.14 -0.43 0.97
-0.74 0.49 -2.77
0.49 -0.47 0.98
0.53 -0.78 0.63
-0.04 0.17 0.49
-0.08 -0.03 -0.20
-0.32 1.04 -0.11

Properties
**Kohn-Sham gap**: 10.9625 eV
**Electronic energy**: -1225.15917 hartree
**Structure (SMILES)**: C[N+](=O)[O-].C[N+](=O)[O-].C[N+](=O)[O-].C[N+](=O)[O-].C[N+](=O)[O-]


Below is a structure of composition C6H12O4S2 in a non-equilibrium geometry, with properties calculated with ωB97M-V/def2-TZVPD.

CARTESIAN COORDINATES (ANGSTROEM)
C -0.5714 -0.8948 -1.0756
C -3.6881 -0.7938 -0.5070
C 2.5253 0.3776 1.8843
C 0.6493 2.1768 -0.4315
C -2.3294 -0.8518 0.4432
C 1.9028 -0.5587 0.7298
O -0.6345 -2.0271 -1.3003
O 0.3704 -0.0980 -1.6416
O 2.7474 1.2031 -1.5651
O -1.2699 -0.1534 -0.1721
S 3.2967 -1.4582 -0.0128
S 1.6638 0.6714 -0.7261
H -4.5916 -0.5361 -0.0144
H -3.5311 0.1859 -0.9456
H -3.8033 -1.7172 -0.9695
H 3.6125 0.5593 1.6943
H 2.4968 -0.3877 2.7193
H 1.8295 1.1913 2.2373
H -0.2639 2.1061 0.1154
H 1.2484 3.0876 -0.0898
H 0.3222 2.3431 -1.4232
H -2.0796 -1.9604 0.6043
H -2.3347 -0.2480 1.3228
H 2.4323 -2.2169 -0.8763

Atomic forces in eV per Å
1.22 3.23 2.22
2.83 2.28 3.02
-0.63 -2.31 0.17
1.38 1.10 0.55
-2.05 -1.72 -0.68
0.50 2.04 -0.60
-0.98 -2.95 -0.78
2.38 1.23 -0.51
-1.77 -1.35 0.33
0.73 -1.00 -2.11
-1.58 -1.45 -0.89
-1.11 1.36 0.72
-0.81 -0.41 1.38
0.20 -0.49 -1.66
0.00 -1.00 -1.73
-0.97 0.74 0.32
0.17 0.90 -0.63
1.11 -0.52 -0.74
-0.25 -0.73 0.83
-0.43 -1.65 -0.40
-0.12 0.42 -1.25
-0.09 1.83 0.08
-1.08 -0.32 1.12
1.38 0.77 1.21

Properties
**Kohn-Sham gap**: 8.2458 eV
**Electronic energy**: -1332.95517 hartree


no.,HOMO level (eV)
1,-7.98
2,-3.58
3,-6.23
4,-9.40
5,-11.07
6,-7.99